[1]
The following is a DFT calculation (the ωB97M-V functional and the def2-TZVPD basis) of an isolated molecule of C24H28FN3O in a non-equilibrium geometry.

Spin multiplicity   1
Energy above the lowest of the compared OMol25 structures with the same formula, charge and spin   0.147 eV
Gap between HOMO and LUMO   9.0 eV
Maximum force   1.0 eV/A
LUMO   0.6588 eV

Atoms and positions in Å:
O1 -4.54528 -0.55915 -2.25821
H1 -4.89166 0.33922 -2.23815
C1 -4.28180 -0.97362 -0.94109
C2 -3.19369 -0.14117 -0.22068
C3 -2.97266 -0.70363 1.18836
C4 -2.26840 -2.05814 1.18605
N1 -0.99381 -1.92596 0.51281
C5 -1.20566 -1.59211 -0.88289
C6 -1.87606 -0.22760 -1.00310
H2 -2.06967 -0.01960 -2.05718
H3 -1.18595 0.52305 -0.62161
H4 -0.23371 -1.55401 -1.38047
H5 -1.80941 -2.36545 -1.39088
C7 -0.13566 -3.08312 0.67373
C8 1.27526 -2.74479 0.32423
C9 1.87814 -1.51043 0.36983
N2 3.17036 -1.67955 -0.01369
N3 3.42468 -2.96212 -0.29563
C10 2.29989 -3.61265 -0.10412
H6 2.24985 -4.67010 -0.27295
C11 4.17742 -0.72156 -0.12544
C12 3.89634 0.64009 -0.04645
C13 4.91988 1.56308 -0.15070
C14 6.21459 1.11622 -0.34140
C15 6.51320 -0.23190 -0.43578
C16 5.48911 -1.15020 -0.32551
H7 5.67838 -2.20895 -0.39427
H8 7.53281 -0.54648 -0.59021
F1 7.21141 2.02067 -0.44207
H9 4.72474 2.62193 -0.08880
H10 2.88389 0.98542 0.08410
H11 1.46296 -0.56548 0.64890
H12 -0.46959 -3.94526 0.06585
H13 -0.17488 -3.39014 1.72564
H14 -2.08431 -2.35958 2.22162
H15 -2.90404 -2.83331 0.72097
H16 -3.92589 -0.78457 1.71564
H17 -2.32477 -0.02278 1.73636
C17 -3.70219 1.31954 -0.17724
H18 -4.76832 1.29925 0.07230
H19 -3.59861 1.74015 -1.18081
C18 -3.04426 2.29648 0.81108
C19 -1.59610 2.59420 0.54082
C20 -0.60407 2.23792 1.44595
C21 0.72467 2.53451 1.19467
C22 1.08137 3.19520 0.03192
C23 0.10062 3.56357 -0.87391
C24 -1.22554 3.27080 -0.61726
H20 -1.98552 3.57334 -1.32347
H21 0.37129 4.08743 -1.77889
H22 2.11588 3.43455 -0.16554
H23 1.48092 2.25609 1.91558
H24 -0.86935 1.72854 2.36170
H25 -3.60135 3.23616 0.73554
H26 -3.16561 1.93344 1.83180
H27 -3.96528 -2.01232 -1.03650
H28 -5.20457 -0.95514 -0.34057

---

[2]
The following is a DFT calculation (the ωB97M-V functional and the def2-TZVPD basis) of a structure of composition C24H28FeN2O3S5 in a non-equilibrium geometry.

Spin multiplicity   6
Energy above the lowest of the compared OMol25 structures with the same formula, charge and spin   1.163 eV
Expectation value of S²   8.771
Gap between HOMO and LUMO (spin up / spin down)   3.8 / 5.2 eV
Net charge   -1
Maximum force   1.4 eV/A
LUMO (spin up / spin down)   2.0626 / 1.6003 eV

Atoms and positions in Å:
Fe1 -0.60502 1.61007 0.06264
C1 -4.70131 5.44347 0.16722
C2 -4.48870 3.93277 0.29574
C3 -4.73744 3.23717 -1.04483
C4 -3.11964 3.61050 0.86187
C5 -3.00756 2.67485 1.89258
C6 -1.80367 2.44212 2.53651
C7 -0.64509 3.13626 2.16848
C8 0.62321 2.97336 2.95704
C9 -0.73469 4.01902 1.08653
C10 -1.95568 4.24741 0.43898
H1 -5.73068 5.65158 -0.12703
H2 -4.04243 5.86225 -0.59443
H3 -4.50116 5.94535 1.11565
H4 -5.22332 3.55114 1.01104
H5 -4.05907 3.61603 -1.80779
H6 -5.76707 3.40476 -1.36753
H7 -4.56564 2.16475 -0.96041
H8 -3.89242 2.13872 2.21502
H9 -1.75978 1.74154 3.35971
H10 0.99985 1.95305 2.87845
H11 0.43933 3.16620 4.01442
H12 1.39826 3.65335 2.60604
H13 0.13791 4.59666 0.80514
H14 -1.99321 4.96725 -0.36858
C11 0.32922 -2.50387 -1.99043
C12 1.51243 -1.69524 -2.54438
C13 2.81987 -2.15180 -1.88624
C14 1.58852 -1.85501 -4.07089
C15 1.27652 -0.27566 -2.26412
C16 1.06993 0.88915 -2.03511
H15 0.49291 -3.56876 -2.16745
H16 -0.60018 -2.19727 -2.47466
H17 0.23332 -2.34369 -0.91853
H18 3.02568 -3.18938 -2.15409
H19 2.73384 -2.09425 -0.80370
H20 3.66023 -1.53227 -2.20438
H21 1.68492 -2.91323 -4.32040
H22 2.44717 -1.31878 -4.47805
H23 0.68568 -1.46014 -4.53911
S1 3.80975 -2.34233 4.24801
C17 2.99999 -1.91494 2.79288
S2 2.12295 -0.36685 2.72085
C18 0.85903 -1.13542 1.73909
N1 1.09075 -2.36118 1.46258
N2 2.24486 -2.83138 1.99272
C19 2.64410 -4.10319 1.58536
C20 1.72161 -4.93684 0.92862
C21 2.10081 -6.18708 0.47888
C22 3.39679 -6.64895 0.67434
C23 4.30723 -5.82654 1.32331
C24 3.95392 -4.56413 1.76939
S3 -0.58486 -0.34455 1.23966
H24 0.71127 -4.58239 0.78993
H25 1.37233 -6.80539 -0.03339
H26 3.68560 -7.63314 0.32553
H27 5.32162 -6.17218 1.48563
H28 4.67705 -3.93525 2.26200
O1 -1.22931 1.34026 -3.87320
S4 -1.34052 2.19564 -2.73182
O2 -1.94009 1.54860 -1.54266
O3 -1.83058 3.53143 -2.96131
S5 0.68062 2.54638 -2.02728

---

[3]
The following is a DFT calculation (the ωB97M-V functional and the def2-TZVPD basis) of a structure of composition C24H28FeO4 in a non-equilibrium geometry.

Spin multiplicity   5
Energy above the lowest of the compared OMol25 structures with the same formula, charge and spin   0.000 eV
Expectation value of S²   6.124
Gap between HOMO and LUMO (spin up / spin down)   6.7 / 6.1 eV
Maximum force   4.2 eV/A
LUMO (spin up / spin down)   -0.1251 / -2.2458 eV

Atoms and positions in Å:
C1 -4.34240 -2.84459 -0.83123
C2 -3.12795 -1.91946 -0.68148
C3 -3.12928 -0.93118 -1.84654
C4 -3.30499 -1.14492 0.62080
C5 -1.77830 -2.67752 -0.61823
C6 -0.51904 -1.95400 -0.42167
O1 -0.47480 -0.73401 -0.01836
C7 0.72357 -2.68957 -0.62077
C8 2.04995 -1.89986 -0.67880
C9 3.23338 -2.83554 -0.87422
C10 2.25772 -1.14534 0.63555
C11 2.06714 -0.91577 -1.84644
C12 0.67487 -4.06995 -0.60350
C13 -0.53353 -4.75618 -0.58536
C14 -1.74087 -4.05806 -0.63234
H1 -4.45155 -3.50576 0.03752
H2 -5.25135 -2.22989 -0.88131
H3 -4.30111 -3.44202 -1.75038
H4 -2.32636 -0.20011 -1.72225
H5 -2.99454 -1.46082 -2.79588
H6 -4.08836 -0.40037 -1.87780
H7 -2.42474 -0.52387 0.79262
H8 -4.19712 -0.51399 0.56545
H9 -3.40954 -1.83848 1.46075
H10 3.12628 -3.41070 -1.79659
H11 4.14861 -2.24543 -0.95328
H12 3.34817 -3.50977 -0.02452
H13 1.45320 -0.42563 0.79460
H14 2.24772 -1.85208 1.47203
H15 3.21419 -0.61032 0.62002
H16 1.27725 -0.16956 -1.75089
H17 3.03068 -0.39360 -1.85949
H18 1.94652 -1.44722 -2.79727
H19 1.61301 -4.62929 -0.57889
H20 -0.53022 -5.84122 -0.54728
H21 -2.67181 -4.62435 -0.64827
O2 3.12403 7.69803 3.20450
C15 2.60639 6.87076 2.57020
Fe1 1.88381 5.38233 1.91811
C16 3.34316 4.38814 2.00154
O3 4.14565 3.54827 2.06470
C17 1.71548 4.59203 3.49262
O4 1.61792 3.88676 4.42082
C18 -0.17069 1.43660 -0.36730
C19 -1.17716 1.97952 0.44586
C20 -1.11815 3.11975 1.24049
C21 -0.40386 4.30574 1.06896
C22 0.78100 4.45657 0.28972
C23 1.54769 3.32114 -0.18178
C24 1.13444 2.03127 -0.40382
H22 -0.47895 0.79306 -1.18550
H23 -2.10168 1.40485 0.48170
H24 -1.85066 3.11882 2.05974
H25 -0.84225 5.20881 1.53522
H26 0.91711 5.41749 -0.26790
H27 2.58733 3.55724 -0.45622
H28 1.92505 1.33325 -0.68793